Here is a molecular structure, C21H44DyN3OP2S from OMol25. Energies are from wB97M-V/def2-TZVPD.

## Properties
Relative energy (zero: lowest compared OMol25 entry of this formula, charge and spin) in kcal/mol: 295.1
Gap between HOMO and LUMO (alpha / beta) in eV: 6.848 / 5.623
Spin multiplicity: 6
Energy in eV: -82478.8754
LUMO (alpha / beta) in eV: -6.97 / -8.08
Net charge: +2

Each line ends with the Löwdin charge.
Cartesian coordinates (Å):
Dy1 0.00 0.00 0.00  0.69
P1 -2.06 -0.79 -0.51  0.88
P2 2.10 0.30 0.77  0.88
N1 -0.04 -1.52 1.42  -0.19
C1 -2.24 -2.23 0.65  -0.27
H1 -3.29 -2.44 0.92  0.11
H2 -1.83 -3.12 0.13  0.10
C2 -1.36 -1.91 1.86  -0.29
H3 -1.87 -1.13 2.49  0.12
H4 -1.30 -2.81 2.52  0.16
C3 0.85 -1.33 2.55  -0.29
H5 0.87 -2.25 3.18  0.15
H6 0.54 -0.50 3.23  0.12
C4 2.27 -1.06 2.04  -0.28
H7 2.65 -1.95 1.51  0.10
H8 2.98 -0.81 2.84  0.10
C5 2.42 1.87 1.75  -0.51
C6 2.03 3.14 0.98  -0.10
H9 2.03 4.01 1.67  0.09
H10 1.02 3.06 0.54  0.04
H11 2.74 3.35 0.16  0.09
C7 3.52 -0.01 -0.43  -0.51
C8 3.68 1.14 -1.44  -0.09
H12 4.34 0.82 -2.27  0.10
H13 4.14 2.02 -0.97  0.08
H14 2.71 1.45 -1.87  0.06
C9 -2.31 -1.53 -2.22  -0.51
C10 -2.40 -0.44 -3.31  -0.09
H15 -2.30 -0.91 -4.31  0.10
H16 -1.61 0.32 -3.20  0.06
H17 -3.38 0.06 -3.28  0.08
C11 -3.51 0.32 -0.07  -0.52
C12 -3.38 1.73 -0.68  -0.12
H18 -4.14 2.40 -0.23  0.10
H19 -3.56 1.71 -1.77  0.09
H20 -2.39 2.17 -0.51  0.00
C13 0.08 1.23 -1.29  -0.48
C14 4.87 -0.41 0.19  -0.09
H21 5.35 0.44 0.70  0.07
H22 4.76 -1.23 0.92  0.07
H23 5.55 -0.76 -0.60  0.10
C15 -3.43 -2.57 -2.36  -0.09
H24 -3.34 -3.08 -3.34  0.10
H25 -3.37 -3.35 -1.58  0.07
H26 -4.42 -2.11 -2.31  0.07
C16 -4.90 -0.27 -0.31  -0.09
H27 -5.66 0.35 0.20  0.10
H28 -5.15 -0.29 -1.38  0.08
H29 -5.00 -1.30 0.09  0.08
C17 3.82 2.00 2.37  -0.08
H30 4.57 2.24 1.61  0.08
H31 3.82 2.82 3.11  0.09
H32 4.13 1.08 2.90  0.08
H33 1.68 1.74 2.57  0.06
H34 -3.35 0.43 1.02  0.06
H35 3.13 -0.89 -0.98  0.09
H36 -1.34 -2.05 -2.35  0.07
O1 0.10 2.08 -2.10  0.14
H37 0.80 -2.65 -1.41  0.09
H38 1.03 -2.05 -1.89  0.08
C18 -1.85 4.49 0.72  0.02
N2 -1.00 4.25 1.88  -0.09
C19 -0.45 5.22 2.64  -0.03
C20 0.22 4.62 3.68  -0.06
N3 0.09 3.29 3.57  0.09
C21 -0.64 3.08 2.45  -0.78
S1 -1.15 1.58 2.01  0.78
H39 -1.37 4.07 -0.18  0.10
H40 -2.85 4.05 0.90  0.10
H41 -1.99 5.58 0.55  0.12
H42 -0.55 6.28 2.46  0.15
H43 0.76 5.13 4.48  0.14
H44 0.46 2.58 4.24  0.20

Here is a molecular structure, C12H30F12N2O4P2Sr from OMol25. Energies are from wB97M-V/def2-TZVPD.

## Properties
Gap between HOMO and LUMO (alpha / beta) in eV: 9.918 / 3.432
Spin multiplicity: 2
Energy in eV: -76127.1269
LUMO (alpha / beta) in eV: -3.20 / -9.67
Net charge: +1

Each line ends with the Löwdin charge.
Cartesian coordinates (Å):
Sr1 12.11 22.81 -5.07  1.59
P1 11.27 22.13 -8.71  0.22
F1 10.62 23.62 -8.78  -0.15
F2 12.19 22.48 -10.02  -0.15
F3 12.52 22.56 -7.78  -0.22
F4 11.80 20.60 -8.75  -0.16
F5 10.59 21.87 -7.29  -0.20
F6 9.92 21.66 -9.62  -0.19
P2 13.17 24.36 -1.85  0.28
F7 14.19 24.83 -3.00  -0.16
F8 11.95 24.16 -2.96  -0.26
F9 13.73 22.83 -2.28  -0.23
F10 12.22 23.72 -0.67  -0.15
F11 14.32 24.48 -0.70  -0.16
F12 12.87 25.95 -1.59  -0.15
C1 16.31 17.22 -3.71  -0.02
O1 15.05 17.77 -3.98  -0.02
C2 14.40 18.65 -3.02  -0.05
C3 14.06 20.05 -3.68  -0.10
N1 12.99 20.20 -4.70  -0.03
C4 11.65 19.68 -4.56  -0.16
C5 10.96 20.25 -3.29  -0.12
O2 10.61 21.70 -3.44  -0.33
C6 9.76 22.04 -2.41  -0.14
H1 16.65 16.52 -4.47  0.12
H2 16.33 16.70 -2.75  0.13
H3 17.08 17.98 -3.64  0.13
H4 15.20 18.87 -2.31  0.14
H5 13.59 18.13 -2.51  0.16
H6 15.03 20.41 -4.01  0.13
H7 13.89 20.67 -2.81  0.12
H8 13.51 19.68 -5.39  0.14
H9 11.54 18.60 -4.54  0.14
H10 11.09 19.92 -5.46  0.13
H11 11.51 20.03 -2.37  0.13
H12 10.06 19.69 -3.05  0.13
H13 8.78 21.55 -2.41  0.10
H14 9.55 23.11 -2.45  0.10
H15 10.05 21.92 -1.37  0.11
C7 15.74 23.20 -6.04  -0.07
O3 14.46 23.81 -5.94  -0.30
C8 14.42 25.14 -6.58  -0.15
C9 13.22 25.92 -6.06  -0.19
N2 12.03 25.09 -6.21  -0.15
C10 10.92 25.90 -5.58  -0.16
C11 9.60 25.12 -5.72  -0.20
O4 9.63 23.83 -5.11  -0.29
C12 8.49 23.01 -5.51  -0.04
H16 15.92 23.03 -7.11  0.10
H17 15.73 22.29 -5.45  0.07
H18 16.57 23.78 -5.64  0.10
H19 14.48 25.16 -7.67  0.13
H20 15.29 25.77 -6.39  0.13
H21 13.06 26.86 -6.59  0.13
H22 13.37 26.25 -5.03  0.12
H23 11.69 25.02 -7.16  0.11
H24 10.73 26.86 -6.06  0.13
H25 11.05 26.06 -4.51  0.12
H26 9.23 25.10 -6.74  0.13
H27 8.90 25.76 -5.18  0.13
H28 7.55 23.56 -5.50  0.10
H29 8.38 22.21 -4.79  0.08
H30 8.66 22.61 -6.51  0.08

Here is a molecular structure, C4H7NO2 from OMol25. Energies are from wB97M-V/def2-TZVPD.

## Properties
Relative energy (zero: lowest compared OMol25 entry of this formula, charge and spin) in kcal/mol: 72.6
Gap between HOMO and LUMO in eV: 8.969
Energy in eV: -9844.1332
LUMO in eV: 0.38

Each line ends with the Löwdin charge.
Cartesian coordinates (Å):
C1 -1.35 -0.03 0.99  -0.10
C2 1.49 0.33 -1.67  -0.01
C3 -0.69 0.23 -0.32  -0.51
C4 0.83 -0.09 -0.39  -0.35
N1 -0.74 -0.29 2.15  0.11
O1 -1.19 1.01 -1.17  -0.06
O2 1.43 -0.63 0.52  0.07
H1 0.24 -0.58 2.09  0.09
H2 -1.28 -0.63 2.93  0.11
H3 -2.38 0.33 1.04  0.14
H4 -1.24 -1.00 -0.19  0.23
H5 2.52 -0.01 -1.69  0.09
H6 1.43 1.41 -1.75  0.10
H7 0.92 -0.07 -2.52  0.10

Here is a molecular structure, C21H26N2O5 from OMol25. Energies are from wB97M-V/def2-TZVPD.

## Properties
Relative energy (zero: lowest compared OMol25 entry of this formula, charge and spin) in kcal/mol: 596.3
Gap between HOMO and LUMO in eV: 7.481
Energy in eV: -35393.2977
LUMO in eV: -0.22

Each line ends with the Löwdin charge.
Cartesian coordinates (Å):
C1 -3.85 -2.94 -0.56  -0.13
H1 -2.90 -3.04 0.02  0.11
H2 -4.21 -3.82 -0.76  0.02
H3 -3.49 -2.67 -1.65  0.14
C2 -4.90 -2.11 -0.25  -0.25
N1 -4.62 -0.62 -0.06  -0.20
C3 -3.67 -0.23 1.02  -0.12
C4 -2.12 -0.21 0.32  -0.06
H4 -1.90 -1.24 0.12  0.07
H5 -1.88 0.32 -0.46  0.02
C5 -1.25 0.46 1.59  -0.05
N2 0.10 0.21 1.15  -0.02
C6 1.08 -0.85 1.83  -0.18
O1 0.86 -1.33 2.92  0.09
C7 2.39 -0.50 1.20  -0.31
C8 2.24 0.36 0.43  -0.10
C9 3.36 0.82 -0.53  -0.06
O2 3.08 2.00 -1.06  0.04
C10 4.66 0.36 -0.84  -0.27
C11 5.71 0.72 -1.23  -0.04
C12 6.57 -0.43 -1.40  0.07
C13 5.80 -1.36 -0.58  -0.36
O3 4.67 -0.94 -0.35  0.14
C14 6.24 -2.80 -0.26  0.03
H6 7.37 -2.81 -0.82  0.14
H7 6.12 -3.08 0.58  -0.08
H8 5.79 -3.73 -1.10  0.17
H9 7.66 -0.29 -1.70  0.13
H10 5.85 1.62 -1.62  0.11
C15 0.91 0.84 0.30  -0.21
C16 0.76 2.46 0.40  -0.39
C17 1.24 3.13 1.29  -0.09
C18 0.81 4.50 1.16  0.03
C19 -0.01 4.21 0.01  -0.16
O4 -0.06 3.00 -0.38  0.14
H11 -0.51 5.26 -0.50  0.19
H12 1.02 5.36 1.52  0.02
H13 1.92 2.89 2.49  0.24
H14 0.43 0.70 -0.75  0.19
O5 3.31 -1.01 1.97  0.09
H15 3.13 -1.74 2.77  0.24
H16 -1.51 -0.24 2.72  0.22
H17 -1.50 1.28 1.80  -0.03
H18 -3.79 -0.81 1.80  0.03
H19 -3.88 1.01 1.00  0.17
C20 -4.31 0.04 -1.42  -0.22
C21 -5.74 0.07 -2.07  -0.11
H20 -6.44 0.41 -1.39  0.03
H21 -5.72 0.94 -3.07  0.16
H22 -6.27 -0.73 -2.43  0.01
H23 -3.71 -0.35 -2.12  0.04
H24 -4.09 1.17 -1.29  0.14
H25 -5.66 -1.97 -0.77  0.02
H26 -5.10 -2.28 1.04  0.20

Here is a molecular structure, C21H69N21O12Rb from OMol25. Energies are from wB97M-V/def2-TZVPD.

## Properties
Relative energy (zero: lowest compared OMol25 entry of this formula, charge and spin) in kcal/mol: 80.6
Gap between HOMO and LUMO in eV: 7.422
Energy in eV: -79410.7926
LUMO in eV: -2.66
Net charge: +1

Each line ends with the Löwdin charge.
Cartesian coordinates (Å):
Rb1 0.09 -0.11 0.26  0.84
C1 0.93 -2.18 3.73  -0.03
C2 1.52 -0.74 3.73  -0.39
C3 2.81 -0.65 4.57  -0.10
O1 3.48 0.69 4.62  -0.28
C4 4.47 0.88 5.55  -0.14
N1 1.79 -0.35 2.35  -0.09
H1 0.93 -2.66 4.71  0.08
H2 1.57 -2.83 3.12  0.08
H3 -0.09 -2.35 3.37  0.07
H4 0.74 -0.08 4.12  0.12
H5 3.49 -1.37 4.11  0.12
H6 2.80 -0.91 5.63  0.13
H7 3.85 0.96 6.44  0.10
H8 4.96 1.80 5.24  0.10
H9 5.25 0.15 5.75  0.09
H10 2.11 0.61 2.41  0.05
H11 2.60 -0.87 2.07  0.00
C5 2.22 -0.13 -5.85  -0.05
C6 1.97 0.19 -4.36  -0.35
C7 3.02 1.00 -3.55  -0.24
O2 2.74 1.22 -2.25  -0.17
C8 3.70 1.99 -1.57  -0.09
N2 0.68 0.94 -4.38  0.02
H12 2.49 0.83 -6.27  0.08
H13 1.37 -0.56 -6.39  0.08
H14 3.07 -0.78 -6.08  0.07
H15 1.76 -0.75 -3.85  0.12
H16 3.08 2.00 -3.96  0.14
H17 3.95 0.44 -3.64  0.13
H18 3.46 2.28 -0.54  0.09
H19 4.12 2.91 -1.97  0.10
H20 4.46 1.26 -1.30  0.07
H21 -0.01 0.42 -4.90  0.07
H22 0.66 1.88 -4.74  0.10
C9 -0.97 -2.06 -2.20  -0.10
C10 -1.73 -0.98 -2.88  -0.39
C11 -3.30 -1.19 -2.91  -0.18
O3 -3.57 -2.53 -3.15  -0.22
C12 -4.87 -3.03 -3.36  -0.10
N3 -1.32 0.35 -2.34  0.01
H23 -1.33 -2.98 -2.67  0.09
H24 -1.16 -2.13 -1.13  0.03
H25 0.10 -2.04 -2.41  0.07
H26 -1.46 -1.03 -3.93  0.13
H27 -3.85 -0.62 -3.66  0.12
H28 -3.75 -0.95 -1.95  0.11
H29 -5.63 -2.67 -2.66  0.08
H30 -4.94 -4.12 -3.38  0.09
H31 -5.24 -2.80 -4.36  0.09
H32 -2.05 1.05 -2.39  0.04
H33 -0.58 0.62 -2.96  0.01
C13 -4.38 2.18 -1.68  -0.81
O4 -3.28 2.56 -1.77  0.02
N4 -4.96 1.79 -0.59  0.21
N5 -5.15 2.15 -2.72  0.20
H34 -4.51 1.72 0.31  0.09
H35 -5.84 1.33 -0.77  0.12
H36 -4.79 2.42 -3.62  0.13
H37 -6.15 2.19 -2.56  0.12
C14 1.24 3.27 3.26  -0.78
O5 0.43 2.43 3.43  0.05
N6 1.04 4.16 2.31  0.19
N7 2.37 3.28 3.90  0.19
H38 1.74 4.87 2.14  0.11
H39 0.13 4.25 1.89  0.07
H40 2.88 2.42 4.04  0.07
H41 3.08 3.97 3.66  0.11
C15 -3.13 -3.56 0.92  -0.76
O6 -2.01 -3.86 1.32  0.01
N8 -3.92 -2.96 1.73  0.18
N9 -3.58 -3.62 -0.29  0.22
H42 -4.77 -2.54 1.39  0.11
H43 -3.68 -3.02 2.71  0.14
H44 -4.27 -2.90 -0.41  0.11
H45 -3.05 -4.03 -1.04  0.13
C16 3.65 -4.21 -1.01  -0.85
O7 3.52 -5.31 -1.44  0.07
N10 3.21 -3.15 -1.53  0.17
N11 4.24 -3.83 0.09  0.18
H46 2.71 -3.34 -2.39  0.12
H47 3.21 -2.26 -1.05  0.09
H48 4.27 -2.85 0.32  0.05
H49 4.60 -4.46 0.78  0.13
C17 -2.79 0.69 2.15  -0.82
O8 -2.34 0.86 1.09  -0.05
N12 -3.95 0.18 2.30  0.16
N13 -2.28 0.91 3.39  0.20
H50 -4.39 0.15 3.20  0.13
H51 -4.47 -0.14 1.49  0.11
H52 -1.35 1.31 3.43  0.07
H53 -2.88 0.85 4.20  0.11
C18 5.04 -0.67 1.12  -0.62
O9 3.81 -1.05 1.00  -0.08
N14 5.37 -0.24 2.27  0.22
N15 5.99 -0.64 0.18  0.20
H54 4.77 -0.33 3.08  0.09
H55 6.30 0.15 2.33  0.13
H56 5.67 -0.74 -0.77  0.12
H57 6.99 -0.61 0.34  0.13
C19 -1.54 5.14 -3.00  -0.80
O10 -1.02 6.11 -3.44  0.08
N16 -2.67 4.70 -3.42  0.15
N17 -1.27 4.50 -1.88  0.16
H58 -3.19 4.24 -2.68  0.07
H59 -3.21 5.27 -4.06  0.12
H60 -1.66 3.57 -1.73  0.07
H61 -0.48 4.83 -1.34  0.12
C20 0.52 -6.27 1.04  -0.88
O11 1.39 -7.13 1.14  0.03
N18 0.40 -5.44 0.08  0.19
N19 -0.31 -6.04 1.93  0.18
H62 -0.25 -4.67 -0.01  0.08
H63 1.14 -5.60 -0.59  0.10
H64 -1.12 -5.45 1.82  0.07
H65 0.06 -6.50 2.75  0.13
C21 -2.24 5.29 1.72  -0.77
O12 -1.09 5.62 1.51  0.03
N20 -2.72 4.35 0.92  0.17
N21 -3.03 5.56 2.68  0.20
H66 -3.72 4.26 0.78  0.10
H67 -2.01 4.16 0.22  0.08
H68 -3.99 5.35 2.43  0.12
H69 -2.73 6.38 3.18  0.14

Repeat the second record exactly.
Here is a molecular structure, C12H30F12N2O4P2Sr from OMol25. Energies are from wB97M-V/def2-TZVPD.

## Properties
Gap between HOMO and LUMO (alpha / beta) in eV: 9.918 / 3.432
Spin multiplicity: 2
Energy in eV: -76127.1269
LUMO (alpha / beta) in eV: -3.20 / -9.67
Net charge: +1

Each line ends with the Löwdin charge.
Cartesian coordinates (Å):
Sr1 12.11 22.81 -5.07  1.59
P1 11.27 22.13 -8.71  0.22
F1 10.62 23.62 -8.78  -0.15
F2 12.19 22.48 -10.02  -0.15
F3 12.52 22.56 -7.78  -0.22
F4 11.80 20.60 -8.75  -0.16
F5 10.59 21.87 -7.29  -0.20
F6 9.92 21.66 -9.62  -0.19
P2 13.17 24.36 -1.85  0.28
F7 14.19 24.83 -3.00  -0.16
F8 11.95 24.16 -2.96  -0.26
F9 13.73 22.83 -2.28  -0.23
F10 12.22 23.72 -0.67  -0.15
F11 14.32 24.48 -0.70  -0.16
F12 12.87 25.95 -1.59  -0.15
C1 16.31 17.22 -3.71  -0.02
O1 15.05 17.77 -3.98  -0.02
C2 14.40 18.65 -3.02  -0.05
C3 14.06 20.05 -3.68  -0.10
N1 12.99 20.20 -4.70  -0.03
C4 11.65 19.68 -4.56  -0.16
C5 10.96 20.25 -3.29  -0.12
O2 10.61 21.70 -3.44  -0.33
C6 9.76 22.04 -2.41  -0.14
H1 16.65 16.52 -4.47  0.12
H2 16.33 16.70 -2.75  0.13
H3 17.08 17.98 -3.64  0.13
H4 15.20 18.87 -2.31  0.14
H5 13.59 18.13 -2.51  0.16
H6 15.03 20.41 -4.01  0.13
H7 13.89 20.67 -2.81  0.12
H8 13.51 19.68 -5.39  0.14
H9 11.54 18.60 -4.54  0.14
H10 11.09 19.92 -5.46  0.13
H11 11.51 20.03 -2.37  0.13
H12 10.06 19.69 -3.05  0.13
H13 8.78 21.55 -2.41  0.10
H14 9.55 23.11 -2.45  0.10
H15 10.05 21.92 -1.37  0.11
C7 15.74 23.20 -6.04  -0.07
O3 14.46 23.81 -5.94  -0.30
C8 14.42 25.14 -6.58  -0.15
C9 13.22 25.92 -6.06  -0.19
N2 12.03 25.09 -6.21  -0.15
C10 10.92 25.90 -5.58  -0.16
C11 9.60 25.12 -5.72  -0.20
O4 9.63 23.83 -5.11  -0.29
C12 8.49 23.01 -5.51  -0.04
H16 15.92 23.03 -7.11  0.10
H17 15.73 22.29 -5.45  0.07
H18 16.57 23.78 -5.64  0.10
H19 14.48 25.16 -7.67  0.13
H20 15.29 25.77 -6.39  0.13
H21 13.06 26.86 -6.59  0.13
H22 13.37 26.25 -5.03  0.12
H23 11.69 25.02 -7.16  0.11
H24 10.73 26.86 -6.06  0.13
H25 11.05 26.06 -4.51  0.12
H26 9.23 25.10 -6.74  0.13
H27 8.90 25.76 -5.18  0.13
H28 7.55 23.56 -5.50  0.10
H29 8.38 22.21 -4.79  0.08
H30 8.66 22.61 -6.51  0.08

Q: Among the records above, which one has the highest energy?
A: C4H7NO2

Q: What is the formula in the fifth record?
A: C21H69N21O12Rb